(1)
28
Properties=species:S:1:pos:R:3:forces:R:3 method="wB97M-V/def2-TZVPD" lumo_ev=0.7 e_homo_ev=-8.53 charge=0 spin_multiplicity=1 homo_lumo_gap_ev=9.20 smiles=CSC(C)(C)c1nccn1[C@@H](C)Cl e_tot_ev=-35912.405
C -0.548985 -1.612979 -2.354255 0.28 1.59 -0.18
C 0.323028 -0.584400 -2.571972 -0.46 -1.39 0.89
C -0.682396 -0.407968 -0.623424 -2.06 0.65 2.49
C 2.424397 1.545627 -1.868668 -1.16 -2.72 -3.76
C -2.119175 -0.923263 1.499191 2.61 0.18 1.99
C -1.868095 1.489365 0.950309 3.02 2.92 -1.34
C 1.200618 -1.279635 1.566942 -2.76 -1.33 2.71
C 0.995723 1.452065 -1.301237 0.22 -0.22 -0.38
C -1.198711 0.108357 0.883667 1.18 0.16 -2.64
N -1.214516 -1.477512 -1.199892 0.56 1.60 2.17
N 0.302423 0.138309 -1.400163 0.66 1.82 -0.85
S 0.354594 0.370151 1.790575 0.75 -0.78 1.01
Cl 0.033201 2.817328 -2.108962 0.25 -0.89 0.74
H -0.950202 -2.360709 -2.912541 -0.15 -1.99 -2.27
H 1.009353 -0.397160 -3.342749 0.63 0.31 -0.79
H 2.392324 1.822485 -2.995356 -0.07 -0.76 1.70
H 3.085415 2.240800 -1.497946 0.77 1.92 1.62
H 2.963542 0.570425 -1.787156 -0.59 0.52 -0.04
H -2.408688 -1.622786 0.769629 -0.25 -1.31 -0.50
H -2.950819 -0.368024 1.834024 -1.15 0.15 0.68
H -1.497006 -1.292014 2.413624 -1.72 -0.13 -1.57
H -2.364586 1.792761 1.851793 -0.34 -0.70 0.66
H -2.452818 1.825857 0.110816 -0.66 -0.69 -0.47
H -1.035979 2.329222 0.873729 -1.22 -1.56 0.20
H 1.853502 -1.118481 0.761456 1.21 -0.47 -0.77
H 0.341290 -1.998582 1.303286 1.45 0.98 0.00
H 1.609644 -1.754259 2.573569 -0.39 1.50 -2.23
H 1.106793 1.620325 -0.260728 -0.61 0.66 0.92

=====

(2)
30
Properties=species:S:1:pos:R:3:forces:R:3 method="wB97M-V/def2-TZVPD" lumo_ev=-3.6 e_homo_ev=-12.40 charge=+1 spin_multiplicity=1 homo_lumo_gap_ev=8.77 smiles="CC(=O)N(C)[C@H]1OC[NH2+][C@H]1/C(I)=C(/C)I" e_tot_ev=-32842.037
C 0.033065 -1.161963 -2.632688 -0.38 1.05 1.89
C 1.318807 -0.509878 -1.899819 1.07 0.83 -3.79
O 2.201759 -0.006083 -2.636517 -2.98 -1.83 3.19
N 1.387146 -0.566103 -0.422450 1.23 1.23 -0.22
C 2.814742 -1.012178 -0.135039 1.12 -0.61 0.00
C 1.178701 0.747346 0.221224 -0.05 2.67 1.29
O 1.360465 1.949346 -0.621395 -1.59 -0.22 -0.62
C 0.078855 2.436055 -1.120635 2.07 -1.21 -1.83
N -0.919184 1.423373 -0.550740 -1.78 3.22 1.08
C -0.319542 1.109397 0.775865 1.87 -2.30 1.41
C -0.831638 -0.061436 1.702275 -2.95 -0.73 -0.21
I 0.677328 -1.110134 2.923459 -0.96 0.99 -0.83
C -2.152537 -0.515183 1.889234 3.16 -0.23 0.54
C -2.484676 -1.728491 2.904659 -0.84 1.52 -0.52
I -3.785217 0.438375 0.850325 0.71 -0.53 0.59
H -0.642603 -1.622616 -1.819002 1.09 0.32 -1.39
H -0.562095 -0.259657 -3.041130 0.99 -1.47 0.08
H 0.314510 -1.899820 -3.447054 -0.32 1.15 1.08
H 3.575912 -0.177556 -0.350321 -1.17 -1.32 0.05
H 3.015834 -1.932525 -0.797669 -0.17 1.56 1.05
H 2.963714 -1.336574 0.944182 -0.62 0.48 -1.37
H 1.926890 0.969473 1.065822 -1.11 -0.98 -1.31
H -0.059097 3.526609 -0.831293 -0.30 -1.61 0.12
H -0.021378 2.339365 -2.267117 0.46 0.24 1.72
H -1.709810 2.071721 -0.330562 -0.12 -1.24 -0.45
H -1.266212 0.680296 -1.176304 0.54 0.06 0.37
H -0.355133 2.102540 1.355260 0.45 -1.51 -0.87
H -1.874966 -2.655476 2.647967 -0.92 1.31 0.34
H -2.247795 -1.337231 3.958710 -0.26 -0.77 -1.55
H -3.615848 -1.900992 2.840753 1.76 -0.07 0.14

=====

(3)
26
Properties=species:S:1:pos:R:3:forces:R:3 method="wB97M-V/def2-TZVPD" lumo_ev=-3.2 e_homo_ev=-12.38 charge=+1 spin_multiplicity=1 homo_lumo_gap_ev=9.21 e_tot_ev=-19158.605
C 0.666481 2.774418 0.453594 -0.11 -0.01 0.14
C -0.385214 2.290867 -0.209173 -0.15 -0.01 0.10
C 1.955052 2.091612 0.336716 0.34 -0.19 -0.02
C -0.213714 1.110496 -1.074890 0.16 -0.51 -0.21
C 2.029915 0.797603 0.608670 1.16 0.16 0.32
C -0.221786 -0.149070 -0.664185 -1.02 0.29 -0.24
C -2.336951 -1.002428 0.277366 0.15 0.21 0.13
C -0.164398 -1.959031 1.119548 0.00 0.28 0.16
C -0.859070 -0.705183 0.580491 -0.08 -0.19 -0.01
N 0.264556 -1.203253 -1.592905 0.08 0.05 -0.08
I 3.586988 -0.501103 0.000596 -0.38 0.38 0.18
H 0.610828 3.708340 0.990895 -0.12 0.15 0.04
H -1.329461 2.812378 -0.236180 -0.11 0.16 0.04
H 2.765861 2.646426 -0.115513 0.16 -0.05 -0.09
H 0.105579 1.343737 -2.085679 0.04 -0.09 -0.20
H 1.295030 0.303400 1.212013 -0.13 -0.14 -0.01
H -2.821210 -1.387603 1.169238 -0.08 -0.11 0.08
H -2.450442 -1.745478 -0.510411 -0.03 -0.14 -0.11
H -2.852583 -0.096373 -0.029083 -0.07 0.04 -0.05
H -0.543894 -2.173607 2.114700 -0.02 -0.09 0.05
H 0.913061 -1.836002 1.202205 0.16 -0.05 0.03
H -0.367742 -2.838777 0.510979 -0.04 -0.13 -0.09
H -0.841120 0.079399 1.341525 0.12 0.00 -0.11
H 0.326018 -0.853670 -2.557376 -0.01 -0.15 0.25
H -0.350222 -2.026631 -1.558583 0.21 0.15 -0.14
H 1.218450 -1.480476 -1.284568 -0.24 -0.01 -0.17

=====

(4)
32
Properties=species:S:1:pos:R:3:forces:R:3 method="wB97M-V/def2-TZVPD" lumo_ev="-11.2 / -15.6" e_homo_ev="-16.67 / -21.97" charge=+3 spin_multiplicity=5 homo_lumo_gap_ev="5.44 / 6.39" e_tot_ev=-25037.508
Ir 0.009465 -0.051111 -0.407035 0.12 2.75 1.35
C 0.063409 1.355062 0.986382 0.15 3.55 3.45
O 0.179782 2.150625 1.817518 -0.22 -2.21 -2.42
C -0.021871 1.253378 -1.834759 0.05 4.38 -4.55
O -0.035094 2.083306 -2.641115 0.03 -3.36 3.24
C -1.902505 -0.550760 -0.432230 -5.65 -1.81 -0.42
O -3.008043 -0.882910 -0.491938 3.57 1.41 0.25
C 1.946097 -0.413800 -0.354161 5.05 -1.53 -0.29
O 3.078002 -0.646892 -0.387308 -3.29 1.13 0.15
H 0.080469 -1.667249 -1.127995 -0.07 -1.07 -2.22
H 0.022589 -1.129013 -1.810160 0.18 -2.29 -0.44
C 2.306942 -1.469470 3.122953 0.55 -0.70 0.06
N 1.132313 -0.937589 3.789863 0.51 0.49 0.10
C 1.407153 -0.246382 5.033729 1.08 0.26 0.68
C -0.050179 -0.873713 3.120111 0.41 -0.71 -0.25
N -0.166236 -1.328266 1.878906 0.39 -0.32 1.44
N -1.129278 -0.293052 3.710637 -0.98 -0.33 0.10
C -1.340364 -0.207507 5.141871 -0.75 0.02 0.79
C -2.299215 -0.126838 2.878909 -0.97 0.26 -0.14
H 3.103866 -1.530700 3.867707 -0.08 -0.15 -0.35
H 2.640873 -0.825595 2.294903 -0.17 0.05 0.24
H 2.099266 -2.472285 2.732672 0.11 -0.03 0.03
H 1.095405 0.804968 5.011104 -0.09 -0.19 -0.09
H 0.958731 -0.761411 5.892389 0.08 0.06 -0.18
H 2.490642 -0.280801 5.176999 -0.30 0.18 0.08
H 0.573547 -2.008120 1.690893 -0.05 -0.05 -0.21
H -0.910414 0.711431 5.564636 -0.08 -0.11 -0.08
H -2.419809 -0.183413 5.328883 0.30 0.08 -0.12
H -0.939118 -1.089236 5.655090 0.01 0.18 -0.15
H -2.148977 0.697871 2.173506 0.04 0.01 0.07
H -2.475046 -1.039168 2.302001 -0.11 0.08 0.12
H -3.157802 0.097740 3.515041 0.17 0.00 -0.25

=====

Which of these has the highest charge? C9H15IrN3O4

=====

Among the records above, which one has the highest charge? C9H15IrN3O4

=====

Repeat the second record exactly.
30
Properties=species:S:1:pos:R:3:forces:R:3 method="wB97M-V/def2-TZVPD" lumo_ev=-3.6 e_homo_ev=-12.40 charge=+1 spin_multiplicity=1 homo_lumo_gap_ev=8.77 smiles="CC(=O)N(C)[C@H]1OC[NH2+][C@H]1/C(I)=C(/C)I" e_tot_ev=-32842.037
C 0.033065 -1.161963 -2.632688 -0.38 1.05 1.89
C 1.318807 -0.509878 -1.899819 1.07 0.83 -3.79
O 2.201759 -0.006083 -2.636517 -2.98 -1.83 3.19
N 1.387146 -0.566103 -0.422450 1.23 1.23 -0.22
C 2.814742 -1.012178 -0.135039 1.12 -0.61 0.00
C 1.178701 0.747346 0.221224 -0.05 2.67 1.29
O 1.360465 1.949346 -0.621395 -1.59 -0.22 -0.62
C 0.078855 2.436055 -1.120635 2.07 -1.21 -1.83
N -0.919184 1.423373 -0.550740 -1.78 3.22 1.08
C -0.319542 1.109397 0.775865 1.87 -2.30 1.41
C -0.831638 -0.061436 1.702275 -2.95 -0.73 -0.21
I 0.677328 -1.110134 2.923459 -0.96 0.99 -0.83
C -2.152537 -0.515183 1.889234 3.16 -0.23 0.54
C -2.484676 -1.728491 2.904659 -0.84 1.52 -0.52
I -3.785217 0.438375 0.850325 0.71 -0.53 0.59
H -0.642603 -1.622616 -1.819002 1.09 0.32 -1.39
H -0.562095 -0.259657 -3.041130 0.99 -1.47 0.08
H 0.314510 -1.899820 -3.447054 -0.32 1.15 1.08
H 3.575912 -0.177556 -0.350321 -1.17 -1.32 0.05
H 3.015834 -1.932525 -0.797669 -0.17 1.56 1.05
H 2.963714 -1.336574 0.944182 -0.62 0.48 -1.37
H 1.926890 0.969473 1.065822 -1.11 -0.98 -1.31
H -0.059097 3.526609 -0.831293 -0.30 -1.61 0.12
H -0.021378 2.339365 -2.267117 0.46 0.24 1.72
H -1.709810 2.071721 -0.330562 -0.12 -1.24 -0.45
H -1.266212 0.680296 -1.176304 0.54 0.06 0.37
H -0.355133 2.102540 1.355260 0.45 -1.51 -0.87
H -1.874966 -2.655476 2.647967 -0.92 1.31 0.34
H -2.247795 -1.337231 3.958710 -0.26 -0.77 -1.55
H -3.615848 -1.900992 2.840753 1.76 -0.07 0.14

=====

Copy entry 4 word for word.
32
Properties=species:S:1:pos:R:3:forces:R:3 method="wB97M-V/def2-TZVPD" lumo_ev="-11.2 / -15.6" e_homo_ev="-16.67 / -21.97" charge=+3 spin_multiplicity=5 homo_lumo_gap_ev="5.44 / 6.39" e_tot_ev=-25037.508
Ir 0.009465 -0.051111 -0.407035 0.12 2.75 1.35
C 0.063409 1.355062 0.986382 0.15 3.55 3.45
O 0.179782 2.150625 1.817518 -0.22 -2.21 -2.42
C -0.021871 1.253378 -1.834759 0.05 4.38 -4.55
O -0.035094 2.083306 -2.641115 0.03 -3.36 3.24
C -1.902505 -0.550760 -0.432230 -5.65 -1.81 -0.42
O -3.008043 -0.882910 -0.491938 3.57 1.41 0.25
C 1.946097 -0.413800 -0.354161 5.05 -1.53 -0.29
O 3.078002 -0.646892 -0.387308 -3.29 1.13 0.15
H 0.080469 -1.667249 -1.127995 -0.07 -1.07 -2.22
H 0.022589 -1.129013 -1.810160 0.18 -2.29 -0.44
C 2.306942 -1.469470 3.122953 0.55 -0.70 0.06
N 1.132313 -0.937589 3.789863 0.51 0.49 0.10
C 1.407153 -0.246382 5.033729 1.08 0.26 0.68
C -0.050179 -0.873713 3.120111 0.41 -0.71 -0.25
N -0.166236 -1.328266 1.878906 0.39 -0.32 1.44
N -1.129278 -0.293052 3.710637 -0.98 -0.33 0.10
C -1.340364 -0.207507 5.141871 -0.75 0.02 0.79
C -2.299215 -0.126838 2.878909 -0.97 0.26 -0.14
H 3.103866 -1.530700 3.867707 -0.08 -0.15 -0.35
H 2.640873 -0.825595 2.294903 -0.17 0.05 0.24
H 2.099266 -2.472285 2.732672 0.11 -0.03 0.03
H 1.095405 0.804968 5.011104 -0.09 -0.19 -0.09
H 0.958731 -0.761411 5.892389 0.08 0.06 -0.18
H 2.490642 -0.280801 5.176999 -0.30 0.18 0.08
H 0.573547 -2.008120 1.690893 -0.05 -0.05 -0.21
H -0.910414 0.711431 5.564636 -0.08 -0.11 -0.08
H -2.419809 -0.183413 5.328883 0.30 0.08 -0.12
H -0.939118 -1.089236 5.655090 0.01 0.18 -0.15
H -2.148977 0.697871 2.173506 0.04 0.01 0.07
H -2.475046 -1.039168 2.302001 -0.11 0.08 0.12
H -3.157802 0.097740 3.515041 0.17 0.00 -0.25